# 1
{"formula": "C3H5BrO", "method": "wB97M-V/def2-TZVPD", "elements": ["C", "C", "C", "O", "Br", "H", "H", "H", "H", "H"], "positions_angstrom": [[0.57351, -0.60310, 0.03449], [1.42268, 0.46283, -0.44024], [-1.79477, 0.05863, 0.31263], [1.01468, -0.69583, -1.26953], [3.31926, 0.41964, -0.02567], [0.57084, -1.30157, 0.86960], [1.01691, 1.39453, -0.64579], [-1.73299, 0.83335, 1.14510], [-2.05972, -0.94510, 0.53090], [-2.33040, 0.37662, -0.51149]], "forces_ev_per_angstrom": [[-3.023, 1.625, -0.039], [0.765, -3.098, 0.440], [3.422, 0.261, 2.134], [0.115, 0.713, 1.136], [-0.691, 0.238, -0.124], [0.536, -0.156, -0.624], [-0.362, 1.577, -0.687], [-0.071, -1.432, -1.056], [-0.206, -0.640, 0.793], [-0.487, 0.912, -1.973]], "e_lumo_ha": [0.0093, 0.0107], "mol_weight_g_mol": 137.0, "e_homo_ev": [-8.5, -8.6], "spin_multiplicity": 1, "e_tot_ha": -2766.3744, "gap_ev": [8.71, 8.91], "max_force_ev_per_a": 4.0}



# 2
{"formula": "C47H48FN6O4Pt", "method": "wB97M-V/def2-TZVPD", "elements": ["Pt", "C", "C", "C", "C", "C", "C", "C", "N", "C", "N", "C", "C", "C", "C", "C", "C", "C", "N", "C", "C", "C", "C", "C", "C", "C", "H", "H", "H", "H", "H", "H", "H", "H", "H", "H", "H", "H", "H", "H", "H", "H", "H", "H", "H", "H", "H", "H", "F", "C", "C", "C", "C", "O", "C", "C", "N", "C", "C", "C", "C", "C", "C", "N", "C", "C", "N", "C", "C", "C", "O", "O", "H", "H", "H", "H", "H", "H", "H", "H", "H", "H", "H", "H", "H", "H", "H", "H", "H", "H", "C", "C", "O", "C", "C", "C", "C", "C", "C", "H", "H", "H", "H", "H", "H", "H", "H"], "positions_angstrom": [[2.46613, 0.65316, 0.36224], [4.49098, 6.00134, 3.64366], [3.86474, 6.68265, 2.47063], [3.74511, 8.08866, 2.42059], [3.11944, 8.69088, 1.36360], [2.75478, 7.95332, 0.20881], [2.95097, 6.54750, 0.29673], [3.51809, 5.89214, 1.35766], [3.94952, 4.52843, 1.30229], [3.18019, 3.45300, 1.05062], [1.84869, 3.73778, 0.87985], [0.82364, 3.05792, 0.16614], [1.07903, 1.76391, -0.34621], [0.13746, 1.31203, -1.28898], [-1.06369, 1.91064, -1.46272], [-1.37723, 3.00480, -0.65889], [-0.39337, 3.70389, 0.04322], [-0.60019, 5.14147, 0.56356], [3.59802, 2.13069, 1.11620], [4.51655, 1.87413, 2.15182], [4.05650, 2.01865, 3.48032], [5.02859, 2.10541, 4.46449], [6.40754, 1.83540, 4.18177], [6.78922, 1.60127, 2.88432], [5.85417, 1.60500, 1.82509], [6.36707, 1.39998, 0.43277], [3.80585, 5.15870, 3.85587], [4.51296, 6.77806, 4.47540], [5.51012, 5.63430, 3.48789], [4.12976, 8.67980, 3.25837], [2.91198, 9.78413, 1.36927], [2.27397, 8.40277, -0.68501], [2.91721, 6.02356, -0.65845], [4.98218, 4.43745, 1.30276], [1.53363, 4.59799, 1.37350], [0.36309, 0.42219, -1.85537], [-1.73453, 1.51136, -2.20058], [-2.40427, 3.37060, -0.71413], [0.29930, 5.76937, 0.30072], [-0.66535, 5.14642, 1.64870], [-1.50429, 5.64779, 0.13566], [3.01965, 2.22921, 3.67968], [4.83960, 2.48245, 5.54096], [7.03687, 1.66794, 5.06960], [7.80892, 1.54330, 2.56768], [6.45454, 0.33604, 0.11512], [7.40840, 1.74774, 0.51890], [5.82490, 2.00865, -0.27723], [-2.72872, -3.09276, -1.53333], [-1.54582, -3.65790, -1.08226], [-0.55809, -2.76197, -0.86975], [0.69221, -3.16453, -0.34086], [1.66582, -2.15326, 0.04349], [1.34607, -0.91833, -0.20226], [2.96478, -2.70233, 0.46085], [3.19557, -4.06942, 0.43770], [2.17930, -4.99766, 0.15404], [2.45666, -6.38029, 0.20753], [2.10345, -7.25688, 1.41339], [3.51720, -6.96092, 1.07323], [0.89477, -4.55874, -0.22256], [-0.18495, -5.44031, -0.38012], [-1.40054, -5.03232, -0.92575], [-2.44173, -5.95920, -1.14468], [-2.86005, -6.91777, -0.17501], [-4.41897, -6.85433, -0.05249], [-5.04235, -7.07536, -1.40699], [-4.65463, -5.85539, -2.23327], [-3.15266, -5.79343, -2.33463], [4.18666, -1.85936, 0.67287], [5.35146, -2.30309, 0.83693], [4.06089, -0.56089, 0.51697], [-0.71196, -1.71410, -1.05575], [4.26729, -4.48875, 0.53401], [2.16235, -7.04155, -0.61206], [1.78983, -8.23596, 1.11316], [1.71089, -6.82634, 2.36793], [4.13089, -7.68671, 0.53651], [4.06126, -6.27359, 1.80778], [0.11239, -6.44696, -0.09384], [-2.48930, -6.61630, 0.83396], [-2.65305, -8.02643, -0.37818], [-4.54987, -5.86471, 0.32853], [-4.67323, -7.58390, 0.76250], [-6.06518, -7.16663, -1.33065], [-4.65171, -7.88314, -1.91051], [-5.08016, -4.96073, -1.76122], [-5.13709, -6.00889, -3.28793], [-2.83105, -4.83530, -2.78208], [-2.71893, -6.53334, -3.08784], [-7.00602, 4.19654, -1.80086], [-6.49771, 2.73992, -1.87920], [-5.52016, 2.36005, -1.24906], [-7.19021, 1.78995, -2.78008], [-6.84809, 0.40547, -2.74551], [-7.63927, -0.55949, -3.30743], [-8.68963, -0.14924, -4.10827], [-8.84124, 1.22316, -4.41241], [-8.13428, 2.20425, -3.70756], [-6.67104, 4.65518, -0.87663], [-8.08464, 4.30997, -1.87173], [-6.77660, 4.84966, -2.69988], [-5.98804, 0.10014, -2.15819], [-7.48770, -1.57196, -3.13550], [-9.43430, -0.88640, -4.41750], [-9.59357, 1.51614, -5.14354], [-8.33363, 3.26258, -3.82291]], "forces_ev_per_angstrom": [[0.734, -1.602, 0.148], [-0.679, 1.011, 1.160], [0.967, 0.050, -0.430], [-0.090, -1.243, 0.708], [-0.864, 1.238, -1.944], [-0.188, -1.002, 1.616], [0.308, 1.169, -2.694], [0.111, 1.461, 0.925], [1.223, -0.055, -0.011], [-0.719, -2.498, 0.523], [-0.572, 0.887, 0.187], [1.962, -0.266, 0.849], [-0.976, 1.272, -0.149], [0.955, -0.967, -0.098], [-0.141, 0.178, 0.487], [-0.506, 1.027, -0.482], [-1.265, 0.582, -0.256], [0.369, -0.043, -0.664], [-2.061, 3.324, -1.145], [1.244, -0.398, 0.166], [1.559, 0.804, -0.247], [0.910, 0.202, 1.762], [-1.598, -0.277, 0.940], [-0.713, 0.171, -0.628], [-0.462, 0.033, 1.080], [1.123, -0.167, 0.447], [0.709, 0.250, 0.540], [0.011, -1.390, -0.690], [-0.182, -0.027, -0.092], [-0.306, -0.259, -0.263], [0.409, -0.886, 0.047], [0.571, -0.344, 0.821], [-0.553, -0.245, 0.217], [-1.151, -0.508, 0.324], [0.581, -0.800, -0.982], [0.106, -0.100, -0.009], [-0.464, -0.002, 0.061], [0.334, 0.278, 0.043], [-0.953, -0.510, 0.088], [-0.187, 0.114, 0.222], [0.814, -0.684, 0.389], [-0.225, 0.022, -0.017], [-0.191, -1.077, -1.878], [0.128, 0.618, -0.779], [0.631, -0.460, 0.308], [-0.595, 0.718, 0.322], [-0.209, 0.079, -0.639], [-0.090, -0.118, -0.390], [0.052, -0.774, 0.121], [-0.897, 0.128, -0.616], [1.136, 0.521, 0.548], [0.254, 1.076, -0.073], [0.658, -2.764, -0.312], [0.028, 0.720, 0.110], [0.012, -0.501, -0.330], [0.520, -0.170, -0.266], [0.391, 0.965, 0.071], [-0.771, -1.158, 0.828], [-0.204, 0.587, 1.070], [1.613, 1.082, 0.475], [-0.160, 0.283, 0.806], [2.472, -0.153, 0.058], [-0.262, 0.119, 0.968], [0.297, 0.519, 1.297], [-1.065, -0.714, 0.191], [1.953, -1.467, 1.449], [-0.001, 1.067, 0.610], [-1.230, -0.214, -2.214], [1.124, -0.627, -2.541], [2.610, -0.213, -0.671], [-2.869, 0.233, -0.009], [-0.244, 0.245, 0.601], [-0.210, 0.148, 0.037], [-2.133, 0.919, 0.024], [0.503, 1.021, -0.705], [-0.547, -0.352, 0.302], [0.327, -0.452, -1.092], [-0.013, 0.052, 0.678], [-0.770, -1.097, -1.367], [-0.867, -0.169, -0.418], [0.009, -0.512, -0.837], [0.461, 1.252, 0.039], [-1.106, 0.708, -0.278], [-0.475, 0.393, -1.279], [0.468, -0.058, -0.163], [-0.155, -0.074, 0.516], [0.082, -0.379, 0.007], [0.903, 0.405, 1.936], [-0.678, -0.426, 0.189], [-1.086, 0.254, 0.352], [-0.128, 0.344, -1.019], [0.970, 0.465, -0.047], [-0.815, 0.705, -0.182], [0.305, -1.256, -0.647], [0.452, 1.058, 1.196], [-0.555, 1.794, -0.660], [-0.602, 0.961, -0.299], [-0.517, -0.547, 0.121], [-0.210, -0.758, 0.054], [0.228, 0.078, -0.106], [-0.340, -0.609, 0.522], [0.686, -0.946, 0.955], [-0.130, 0.211, 0.157], [0.436, -1.660, 0.325], [0.334, 0.340, -0.411], [0.093, -0.022, 0.250], [-0.158, -0.138, -0.211]], "e_lumo_ha": [-0.0992, -0.1409], "mol_weight_g_mol": 975.0, "e_homo_ev": [-6.4, -9.4], "charge": 1, "spin_multiplicity": 3, "e_tot_ha": -2668.0489, "gap_ev": [3.67, 5.60], "max_force_ev_per_a": 4.1}